The following is a DFT calculation (ωB97M-V with the def2-TZVPD basis set) of one molecule with the formula C26H16Cl4N2O at a distorted geometry.

Last column: Mulliken charge in e.
CARTESIAN COORDINATES (ANGSTROEM)
O (-2.120267, -0.867670, -0.397322)  -0.599
C (-0.920998, -0.308885, -0.945272)  1.892
C (-0.401584, -1.266927, -2.010016)  -1.433
C (-0.813468, -2.590006, -1.931093)  -0.346
C (-0.271870, -3.597922, -2.764145)  -1.039
C (0.642332, -3.204908, -3.796131)  -0.476
C (1.056061, -1.911586, -3.924398)  -0.558
C (0.558334, -0.927419, -3.040452)  0.704
Cl (1.113770, 0.733587, -3.191532)  -0.157
C (-1.421309, 1.002873, -1.613692)  -0.134
C (-1.982244, 0.926868, -2.921486)  -0.664
C (-2.339290, 2.217915, -3.437737)  0.016
Cl (-2.705783, 2.282885, -5.250974)  -0.259
C (-2.192942, 3.433774, -2.741801)  -0.548
C (-1.825637, 3.350828, -1.392577)  -0.356
C (-1.325854, 2.162614, -0.802298)  0.204
N (-1.039499, 2.216190, 0.539725)  -0.617
C (-0.449536, 1.174032, 1.050881)  0.439
C (-0.146869, 1.216008, 2.462536)  0.016
C (-0.806023, 0.446614, 3.470131)  0.075
C (-0.720496, 0.752119, 4.880062)  -0.829
C (0.092782, 1.836120, 5.319108)  -0.495
C (0.714631, 2.595541, 4.321387)  -0.455
C (0.594804, 2.340975, 2.970190)  0.258
Cl (1.269970, 3.525043, 1.886778)  -0.203
N (-0.141975, 0.034619, 0.305732)  1.028
C (0.906226, -0.844170, 0.704434)  -0.432
C (2.184836, -0.261388, 0.706806)  0.256
C (3.300806, -0.881933, 1.276031)  -0.761
C (3.155592, -2.214612, 1.754493)  0.195
Cl (4.553917, -3.120848, 2.474903)  -0.221
C (1.924186, -2.927538, 1.586543)  -0.669
C (0.804178, -2.202588, 1.165187)  -0.183
H (-2.757111, -0.152719, -0.140655)  0.487
H (-1.527336, -2.847456, -1.144699)  0.520
H (-0.488102, -4.627839, -2.593561)  0.448
H (1.110924, -3.864417, -4.498698)  0.402
H (1.779784, -1.521782, -4.680570)  0.358
H (-2.099673, 0.075862, -3.589145)  0.557
H (-2.459914, 4.391384, -3.209155)  0.386
H (-1.973706, 4.377913, -1.017900)  0.352
H (-1.315978, -0.520767, 3.194337)  0.308
H (-1.330063, 0.195745, 5.590431)  0.381
H (0.306765, 2.166942, 6.294386)  0.438
H (1.370834, 3.419601, 4.659309)  0.335
H (2.239478, 0.794659, 0.254297)  0.297
H (4.239187, -0.299447, 1.223712)  0.392
H (1.870191, -4.014871, 1.776615)  0.396
H (-0.212060, -2.693009, 1.167293)  0.294

Force components x, y, z for each atom (eV/Å):
-1.2124 -0.4014 0.0509
-2.4011 2.3699 0.7489
2.0216 0.0654 -0.4413
0.5256 -1.2891 -0.2774
0.8850 2.1180 -0.8516
-0.7853 -0.7972 1.1944
0.0607 2.8288 0.3812
-0.9870 -0.4586 1.2361
0.2448 -0.7421 -0.0196
0.7583 -1.1832 0.1882
-0.1440 3.6904 0.6147
0.7806 -0.9692 -1.3139
0.0987 -0.0295 1.8441
-0.4637 -1.8209 -0.1196
-0.1466 1.3125 -1.5679
-2.0914 1.0577 -1.9853
0.7983 -1.5830 0.9126
-0.6146 -0.2675 -2.4693
0.3045 1.3377 3.5612
0.5618 -0.6140 0.6131
0.6211 0.8649 -1.0784
-0.6950 -1.0362 -3.0410
0.7941 0.3141 0.8184
-0.9779 -0.7665 -0.5875
0.3103 -0.2425 0.1240
0.3178 -0.8704 -1.2658
1.5550 -0.7498 1.1062
-0.4569 1.1328 -0.3112
-0.0747 -0.7162 -0.1180
-0.0476 -0.2173 -0.6057
-1.2102 0.9620 -0.7303
0.9234 1.0700 0.1589
-1.3346 0.5936 -0.6949
1.0688 -0.7538 -0.4492
0.2975 -0.0045 -0.3598
-0.3293 -0.4694 -0.0711
-0.1779 -0.8213 0.0022
-0.7064 -0.8075 0.5953
0.2731 -0.0283 0.6078
0.1237 -0.6108 0.2613
0.7561 -1.0040 1.2233
0.2887 1.3964 0.1210
0.3252 -0.1084 -0.2398
-0.3164 -0.1873 1.3086
-0.5457 -0.4243 -0.4595
0.1949 -1.7292 0.8672
-0.4429 -0.8609 0.4592
0.0043 0.9127 0.1712
1.2676 0.5373 -0.1113

Output
energy relative to the best compared isomer or geometry (same formula, charge and spin): 34.8 kcal/mol
DFT total energy: -3025.84861 Ha
M: 514.239 g mol⁻¹
SMILES string: O[C@@]1(c2ccccc2Cl)c2cc(Cl)ccc2N=C(c2ccccc2Cl)N1c1ccc(Cl)cc1
F_max: 3.8 eV/A
net charge: 0